[1]
46
Properties=species:S:1:pos:R:3:forces:R:3:mulliken_charge:R:1 method="wB97M-V/def2-TZVPD" total_charge=-1 fmax_ev_per_a=2.4 e_tot_ev=-51470.7378 gap_ev=9.93
Cl -9.162537 2.065186 4.615560 0.469 0.565 -2.324 1.82
O -8.405699 3.149629 5.160957 0.301 -0.076 0.652 -0.56
O -10.407022 1.925365 5.299298 -0.784 -0.188 0.743 -0.74
O -9.382353 2.351313 3.212107 -0.178 -0.508 0.395 -0.86
O -8.427201 0.810467 4.720812 -0.308 0.174 0.290 -0.79
O -12.726020 3.720494 4.355442 -0.184 -0.158 -0.200 -0.61
H -12.869655 3.515964 3.425093 0.160 -0.039 0.078 0.29
H -12.147057 3.019068 4.679729 0.040 0.079 -0.103 0.33
O -11.265909 -1.435570 5.255278 -0.036 0.081 -0.037 -0.67
H -12.059052 -1.271620 5.775022 0.062 0.043 -0.027 0.30
H -10.931263 -0.554419 5.040453 0.029 -0.052 0.084 0.34
O -8.132399 5.286247 2.933576 -0.039 0.199 0.097 -0.67
H -8.354028 4.416615 2.571192 0.189 0.120 -0.051 0.33
H -7.820486 5.098915 3.823317 -0.158 -0.100 0.015 0.31
C -6.504490 2.371561 1.076366 0.167 -0.314 -0.192 0.69
O -7.080087 3.444565 1.071540 -0.059 -0.387 -0.111 -0.61
N -6.924976 1.264062 1.768857 -0.738 0.157 0.122 -0.31
N -5.357589 2.149312 0.349751 -0.652 0.232 0.373 -0.42
H -6.376339 0.437134 1.890481 0.223 -0.061 -0.151 0.21
H -7.832037 1.280341 2.216431 0.086 0.284 -0.073 0.11
H -5.063889 2.896289 -0.249032 0.337 -0.126 0.038 0.23
H -4.887762 1.277099 0.461332 0.438 -0.014 -0.347 0.15
C -11.649881 5.858742 7.027065 -1.204 -0.292 -1.328 0.55
O -12.753715 5.434324 6.685286 0.716 0.616 1.048 -0.63
N -10.515189 5.247379 6.594203 0.724 -0.702 0.331 -0.21
N -11.471145 7.031035 7.709090 -0.118 -0.032 0.274 -0.41
H -9.595716 5.485254 6.925654 -0.067 0.181 0.075 0.21
H -10.613432 4.271796 6.357149 -0.119 0.141 -0.273 0.10
H -12.264361 7.637744 7.786771 0.009 -0.002 0.084 0.23
H -10.563572 7.346971 7.983459 0.075 0.165 -0.047 0.16
C -4.754147 0.873401 4.678668 -0.342 0.708 1.292 0.49
O -3.734062 0.713268 5.346345 -0.293 0.000 -0.767 -0.68
N -5.068578 2.015570 3.977094 0.514 -0.078 -0.103 -0.20
N -5.792898 -0.016387 4.671926 0.422 -0.597 -0.487 -0.30
H -4.544093 2.855268 4.144900 0.224 -0.170 0.168 0.22
H -6.033941 2.161333 3.744116 -0.079 0.099 -0.100 0.04
H -6.694998 0.290345 4.351516 -0.097 -0.071 0.135 0.22
H -5.769415 -0.784143 5.319115 0.181 0.024 -0.031 0.25
C -7.027606 2.357336 8.174088 0.893 0.378 0.078 0.57
O -6.277360 2.891075 8.998819 -0.479 -0.550 -0.562 -0.72
N -6.650575 1.432827 7.253469 0.537 -0.627 -0.168 -0.22
N -8.345002 2.665123 8.076424 0.068 0.094 0.984 -0.33
H -5.688968 1.191187 7.086883 0.125 0.280 0.393 0.20
H -7.297457 1.041975 6.590725 -0.131 0.179 0.026 0.18
H -8.605673 3.407713 8.702449 -0.489 -0.050 -0.349 0.22
H -8.838935 2.401822 7.248555 -0.432 0.391 0.059 0.18



[2]
18
Properties=species:S:1:pos:R:3:forces:R:3:mulliken_charge:R:1 method="wB97M-V/def2-TZVPD" fmax_ev_per_a=4.8 e_tot_ev=-10456.9670 smiles="C=C.O.O.O.O" gap_ev=10.67
C -0.815325 -1.927069 -0.572855 0.645 0.543 -0.541 -0.48
C 0.080750 -1.842532 -1.579881 -3.455 3.127 -1.290 -0.55
H -0.337789 -2.245996 0.365088 -1.093 -0.400 -0.120 0.23
H -1.887105 -1.563902 -0.623659 1.615 -0.422 0.156 0.26
H 1.037459 -2.223202 -1.408563 1.530 -0.398 -0.173 0.40
H -0.172539 -1.112706 -2.514667 0.789 -2.432 2.002 0.16
O 2.166064 -0.008166 0.880393 -1.562 -3.365 -2.672 -0.60
H 3.096373 -0.159638 0.886867 1.463 0.389 0.462 0.29
H 1.955433 -0.830491 0.220915 -0.005 3.055 2.295 0.28
O -0.029477 0.635690 3.128852 -0.704 0.105 0.018 -0.62
H 0.857622 0.534151 2.782894 0.363 -0.207 0.114 0.32
H -0.072901 0.328159 4.041955 0.369 0.017 -0.307 0.30
O -1.338716 1.657285 0.183928 0.184 -1.015 0.346 -0.67
H -0.826250 0.892890 0.521632 -0.169 0.682 -0.072 0.30
H -2.246713 1.389056 0.376891 0.058 0.251 -0.080 0.33
O -0.743727 2.117035 -2.510017 0.312 0.204 -1.240 -0.65
H -0.845249 1.822824 -1.611172 -0.142 -0.044 0.986 0.38
H 0.122088 2.536611 -2.568601 -0.198 -0.091 0.114 0.31



[3]
80
Properties=species:S:1:pos:R:3:forces:R:3:mulliken_spin:R:1 method="wB97M-V/def2-TZVPD" spin_multiplicity=2 fmax_ev_per_a=1.2 e_tot_ev=-134910.0796 gap_ev="6.93 / 6.84"
Ti -1.285051 -0.309168 1.010943 -0.556 0.172 1.010 0.88
C -1.204295 2.682970 1.836807 0.006 -0.026 0.041 0.02
N -1.918022 1.445042 2.190372 -0.059 -0.083 -0.025 0.01
C -1.673194 1.105999 3.603772 -0.058 0.020 -0.012 0.01
C -0.226439 0.650373 3.736756 -0.019 0.042 0.150 0.00
N 0.106595 -0.189027 2.588349 -0.313 0.119 -0.426 0.00
C 1.416967 -0.588018 2.469004 0.116 -0.060 0.046 -0.01
C 2.558041 0.165576 2.788457 -0.026 0.006 -0.026 -0.01
F 2.433638 1.429256 3.241376 0.095 0.015 -0.050 0.00
C 3.849916 -0.296490 2.606908 0.023 -0.030 -0.015 0.00
F 4.880426 0.489057 2.924919 0.024 0.017 -0.002 0.00
C 4.083823 -1.545858 2.063649 0.019 0.021 0.035 0.00
F 5.328711 -1.987617 1.866767 -0.030 0.024 0.004 0.00
C 2.993619 -2.324754 1.724443 -0.055 -0.051 -0.061 0.00
F 3.177065 -3.541160 1.199358 0.003 0.071 0.026 0.00
C 1.712484 -1.853679 1.936785 0.006 -0.028 -0.012 0.01
F 0.695493 -2.671825 1.609117 -0.048 0.048 -0.077 0.00
C -3.342193 1.526294 1.823017 0.054 0.006 0.067 0.02
C -3.446652 1.664139 0.301653 -0.035 0.021 -0.010 -0.01
N -2.368186 0.893134 -0.328663 0.246 -0.147 0.189 -0.04
C -1.915670 1.322066 -1.566392 0.052 0.095 0.035 0.04
C -1.376839 0.405169 -2.486820 -0.014 0.039 -0.109 -0.02
F -1.392676 -0.908445 -2.209318 -0.041 0.020 -0.041 0.00
C -0.776017 0.754283 -3.681053 -0.027 -0.007 0.030 0.00
F -0.259624 -0.200607 -4.459765 0.012 -0.032 -0.024 0.00
C -0.713753 2.074450 -4.078004 -0.019 0.009 0.013 0.00
F -0.138371 2.423462 -5.230952 -0.006 -0.001 0.009 0.00
C -1.257270 3.020185 -3.233548 0.029 0.001 -0.012 0.00
F -1.188815 4.314055 -3.558291 -0.008 -0.027 0.000 0.00
C -1.820080 2.654986 -2.021937 0.067 0.014 0.044 -0.01
F -2.189949 3.697643 -1.244231 -0.014 -0.053 0.003 0.00
H -1.658254 3.535582 2.353873 0.012 0.001 0.009 0.00
H -1.246115 2.851573 0.766291 -0.022 0.019 -0.005 -0.01
H -0.161784 2.600081 2.135166 0.011 -0.003 -0.024 0.00
H -2.362420 0.312401 3.877167 0.010 -0.004 0.025 0.00
H -1.871104 1.970064 4.248452 0.005 0.002 -0.003 0.00
H -0.115798 0.105472 4.682363 -0.019 -0.042 -0.017 0.00
H 0.416576 1.529298 3.819492 -0.064 -0.072 0.023 0.00
H -3.829123 2.370476 2.325335 -0.001 0.013 -0.033 0.00
H -3.816718 0.611591 2.175305 -0.034 0.017 -0.009 0.00
H -3.415613 2.720133 0.051371 -0.014 0.001 -0.045 0.00
H -4.431382 1.301434 -0.013573 0.019 -0.047 0.005 0.00
F -2.377470 -2.642804 4.994666 -0.006 -0.004 -0.010 0.00
C -2.388213 -3.455736 3.938394 -0.007 -0.003 0.025 0.00
F -2.965264 -4.600843 4.271319 0.010 0.001 0.001 0.00
F -1.141399 -3.680953 3.551352 -0.014 0.014 -0.018 0.00
S -3.347120 -2.636344 2.596410 0.130 -0.068 0.056 0.00
O -2.620514 -1.382021 2.398944 -0.029 0.161 -0.208 -0.01
O -4.683600 -2.530835 3.067347 -0.019 0.021 0.002 0.00
N -3.158216 -3.643530 1.413086 -0.109 -0.046 0.002 0.00
S -2.617265 -3.242233 0.007793 0.177 -0.109 -0.100 0.00
O -2.222165 -4.360800 -0.769762 0.005 -0.030 0.086 0.00
O -1.658934 -2.134361 0.064827 0.005 -0.052 -0.044 0.04
C -4.104081 -2.545101 -0.832265 -0.032 0.005 -0.004 0.00
F -4.561023 -1.497433 -0.142541 0.014 0.014 0.055 0.00
F -5.043359 -3.480377 -0.870492 -0.014 0.031 -0.020 0.00
F -3.810015 -2.162295 -2.063118 -0.001 -0.011 -0.029 0.00
C 4.931620 1.596835 -4.415198 0.016 0.004 -0.012 0.00
C 3.951157 0.992494 -3.454031 0.010 0.015 -0.013 0.01
C 3.586441 -0.344782 -3.555303 -0.028 -0.002 0.026 -0.01
C 2.654063 -0.906401 -2.699294 0.034 0.020 -0.030 0.01
C 2.285014 -2.356888 -2.877035 -0.029 -0.023 -0.025 0.00
C 2.065378 -0.085326 -1.711965 -0.086 -0.075 0.095 0.01
C 1.027676 -0.674262 -0.907199 -0.064 -0.027 0.004 0.06
O 0.281527 -0.045749 -0.143710 0.709 0.008 -0.585 -0.01
C 2.443699 1.270333 -1.571517 0.080 0.037 -0.071 0.01
C 1.898128 2.171688 -0.502260 -0.038 0.039 0.015 0.00
C 3.381776 1.776306 -2.453289 -0.022 -0.018 0.034 0.00
H 5.515073 0.832350 -4.925474 -0.006 -0.005 0.004 0.00
H 5.615306 2.274766 -3.904521 -0.004 0.000 0.003 0.00
H 4.402060 2.176861 -5.174204 -0.005 -0.003 0.002 0.00
H 4.036789 -0.962037 -4.323292 0.002 0.002 -0.002 0.00
H 2.896489 -2.798051 -3.661318 0.001 0.001 0.001 0.00
H 1.239668 -2.471196 -3.170317 0.000 0.013 0.005 0.00
H 2.442363 -2.940628 -1.968857 0.015 0.017 0.019 0.00
H 0.844151 -1.746546 -1.013595 0.022 -0.013 0.031 0.00
H 2.022154 1.736838 0.491380 -0.014 -0.007 -0.019 0.00
H 0.830395 2.345055 -0.639229 -0.040 0.004 -0.019 0.00
H 2.411727 3.131421 -0.531656 0.007 -0.009 0.012 0.00
H 3.684055 2.812990 -2.358834 0.004 -0.001 0.002 0.00



[4]
35
Properties=species:S:1:pos:R:3:forces:R:3:mulliken_charge:R:1 method="wB97M-V/def2-TZVPD" fmax_ev_per_a=0.8 e_tot_ev=-21417.0987 smiles="CCCCc1nc2ccccc2c(C(=O)O)c1C" gap_ev=8.89
C -3.845390 -0.498522 -1.786465 0.185 -0.123 0.114 -1.37
C -2.822048 -0.798233 -0.698216 -0.184 0.262 -0.040 -0.13
C -2.863824 0.244281 0.415682 0.141 -0.295 0.037 -0.56
C -1.865959 -0.071697 1.536718 -0.169 0.226 -0.030 -1.34
C -0.446655 -0.088076 1.046357 0.036 -0.188 0.154 0.40
N 0.081667 -1.276419 0.923118 -0.408 -0.263 0.171 -0.51
C 1.336747 -1.422964 0.465657 0.557 0.448 -0.253 -0.42
C 1.869309 -2.723459 0.349862 0.208 -0.076 -0.078 -0.51
C 3.139763 -2.905834 -0.119322 -0.218 -0.145 0.104 -0.54
C 3.927955 -1.804606 -0.489904 0.088 0.293 -0.079 -0.71
C 3.439097 -0.531093 -0.391565 0.189 -0.117 -0.054 -0.83
C 2.134578 -0.309012 0.091742 -0.323 -0.236 0.137 1.37
C 1.542720 0.970170 0.233234 -0.434 -0.215 0.176 0.92
C 2.335044 2.177924 -0.146427 0.336 0.292 0.108 -0.52
O 3.300876 2.595423 0.434672 -0.022 -0.117 0.053 -0.53
O 1.845504 2.765105 -1.247064 -0.371 0.053 -0.452 -0.44
C 0.259854 1.103563 0.719825 0.592 0.041 -0.222 1.39
C -0.336874 2.466953 0.898661 -0.074 -0.010 -0.073 -1.99
H -4.852051 -0.490258 -1.373388 -0.134 0.018 -0.009 0.33
H -3.652961 0.473707 -2.235779 -0.026 0.105 -0.082 0.34
H -3.802477 -1.251515 -2.569622 -0.063 -0.029 -0.123 0.38
H -3.016840 -1.785021 -0.274143 0.092 -0.066 0.023 0.27
H -1.821486 -0.821947 -1.134368 0.027 -0.097 0.013 0.24
H -3.868833 0.274079 0.843491 -0.033 0.087 -0.019 0.43
H -2.653395 1.228456 -0.005734 -0.066 0.111 -0.018 0.24
H -2.081344 -1.064738 1.933052 0.053 0.066 0.048 0.36
H -1.980452 0.653797 2.344536 -0.020 -0.022 0.061 0.44
H 1.243656 -3.552607 0.640304 -0.077 -0.079 0.033 0.47
H 3.549507 -3.901279 -0.208394 0.002 -0.086 0.007 0.39
H 4.930434 -1.971207 -0.855562 0.076 0.021 -0.032 0.41
H 4.051266 0.313986 -0.669129 0.093 0.051 -0.019 0.40
H 2.376923 3.543289 -1.481403 0.094 -0.145 0.264 0.38
H 0.431564 3.180307 1.192026 -0.042 0.083 0.036 0.52
H -1.113741 2.466606 1.657323 -0.034 0.054 0.035 0.38
H -0.772121 2.810834 -0.039771 -0.069 0.097 0.005 0.32